Record 1
The following is a DFT calculation (wB97M-V/def2-TZVPD) of C30H28ClIN3O4S3Sn as an isolated structure.

The calculation puts the relative energy (zero: lowest compared OMol25 entry of this formula, charge and spin) at 48.63 kJ/mol. As for the HOMO energy: -10.3992 eV. Its gap between HOMO and LUMO is 7.29 eV.

```
! wB97M-V def2-TZVPD RIJCOSX def2/J DEFGRID3
* xyz 1 1
Sn -1.09 -0.39 0.60
C 0.01 -4.83 1.17
O 0.53 -3.51 1.37
C 1.86 -3.41 1.58
C 2.79 -4.42 1.47
C 4.16 -4.18 1.74
C 4.63 -2.95 2.11
C 3.68 -1.92 2.20
C 3.72 -0.54 2.53
N 2.51 -0.03 2.47
N 2.16 1.22 2.73
C 0.98 1.78 2.45
O -0.04 1.31 1.88
C 0.90 3.21 2.88
C -0.35 3.80 2.98
C -0.48 5.12 3.39
C 0.65 5.86 3.70
C 1.91 5.28 3.59
C 2.04 3.96 3.19
C 2.35 -2.17 1.96
O 1.59 -1.04 2.13
H -1.07 -4.74 1.20
H 0.32 -5.22 0.19
H 0.34 -5.50 1.96
H 2.49 -5.41 1.16
H 4.85 -5.01 1.66
H 5.68 -2.77 2.29
H 4.55 0.10 2.79
H -1.23 3.21 2.76
H -1.46 5.57 3.48
H 0.56 6.89 4.02
H 2.80 5.86 3.83
H 3.02 3.50 3.11
C -2.02 1.58 -3.56
C -0.91 2.34 -2.83
S -0.54 1.80 -1.13
C -1.07 3.22 -0.14
C -2.58 3.42 -0.03
S -3.36 1.97 0.73
C -4.60 1.44 -0.49
C -4.04 0.85 -1.78
S -3.71 2.06 -3.10
H -1.92 0.50 -3.43
H -1.95 1.79 -4.63
H -1.15 3.40 -2.78
H 0.03 2.23 -3.37
H -0.60 4.12 -0.54
H -0.64 3.02 0.84
H -3.05 3.57 -1.00
H -2.79 4.28 0.60
H -5.26 2.28 -0.67
H -5.17 0.67 0.04
H -4.75 0.13 -2.19
H -3.10 0.34 -1.60
Cl 1.16 -3.90 -5.33
C 1.00 -2.95 -3.89
C 2.07 -2.24 -3.43
C 1.98 -1.49 -2.25
I 3.64 -0.46 -1.53
C 0.80 -1.41 -1.52
O 0.71 -0.75 -0.38
C -0.32 -2.13 -2.03
N -1.47 -2.03 -1.31
C -2.52 -2.74 -1.69
C -2.51 -3.58 -2.81
C -1.37 -3.66 -3.56
C -0.23 -2.93 -3.19
H 3.01 -2.27 -3.98
H -3.41 -2.64 -1.09
H -3.40 -4.14 -3.07
H -1.33 -4.30 -4.44
*
```

Record 2
The following is a DFT calculation (wB97M-V/def2-TZVPD) of C30H28I2N8OPS3Yb as an isolated structure.

Its expectation value of S² is 0.751. The calculation puts the relative energy (zero: lowest compared OMol25 entry of this formula, charge and spin) at 0.00 kJ/mol. As for the HOMO energy (spin up / spin down): -1.3620 / -1.3626 eV. Its gap between HOMO and LUMO (spin up / spin down) is 4.78 / 4.78 eV.

```
! wB97M-V def2-TZVPD RIJCOSX def2/J DEFGRID3
* xyz -2 2
Yb 0.88 -0.26 1.56
C -3.23 -3.13 4.57
N -2.22 -2.14 4.28
C -1.97 -1.00 5.01
C -0.93 -0.39 4.40
N -0.54 -1.12 3.30
C -1.33 -2.20 3.24
P -1.41 -3.59 2.10
C 0.28 -3.54 1.46
N 1.30 -2.69 1.68
C 2.42 -3.26 1.10
C 2.09 -4.42 0.49
N 0.73 -4.59 0.72
C -0.09 -5.65 0.20
C -1.16 -1.28 -0.34
N -0.98 -0.09 0.28
C -2.17 0.62 0.33
C -3.12 -0.12 -0.30
N -2.47 -1.28 -0.72
C -3.13 -2.41 -1.32
H -3.55 -3.01 5.61
H -2.81 -4.13 4.43
H -4.10 -3.03 3.92
H -2.55 -0.73 5.88
H -0.43 0.53 4.65
H 3.38 -2.77 1.15
H 2.67 -5.12 -0.08
H 0.55 -6.50 -0.06
H -0.65 -5.33 -0.68
H -0.80 -5.97 0.97
H -2.26 1.57 0.81
H -4.16 0.07 -0.49
H -3.77 -2.09 -2.15
H -3.73 -2.96 -0.59
H -2.36 -3.08 -1.70
I 6.15 -1.53 1.36
C 5.13 -0.49 -0.14
C 5.82 -0.16 -1.32
C 5.18 0.54 -2.30
I 6.26 0.98 -4.05
C 3.84 0.97 -2.14
C 3.12 1.77 -3.07
C 1.87 2.21 -2.76
C 1.29 1.86 -1.51
N 1.89 1.05 -0.67
C 3.16 0.64 -0.95
C 3.79 -0.16 0.09
O 3.13 -0.50 1.12
H 6.85 -0.47 -1.44
H 3.58 2.05 -4.00
H 1.33 2.87 -3.42
H 0.02 2.48 -0.09
S 1.60 3.98 4.18
C 1.32 2.54 3.37
S 2.14 1.06 3.72
S 0.08 2.41 2.14
C -1.04 0.93 -3.28
C -1.41 2.36 -2.99
C -2.38 3.00 -3.75
C -2.81 4.28 -3.44
C -2.27 4.94 -2.35
C -1.28 4.34 -1.58
C -0.68 5.06 -0.40
C -0.84 3.06 -1.92
N 0.14 2.47 -1.10
H -1.84 0.45 -3.85
H -0.90 0.36 -2.36
H -0.12 0.84 -3.86
H -2.82 2.47 -4.59
H -3.58 4.76 -4.04
H -2.61 5.93 -2.09
H -1.08 6.07 -0.32
H 0.41 5.12 -0.49
H -0.86 4.54 0.55
*
```

Record 3
The following is a DFT calculation (wB97M-V/def2-TZVPD) of C30H28N2Na as an isolated structure in a non-equilibrium geometry.

As for the HOMO energy: -7.3816 eV. Its gap between HOMO and LUMO is 2.60 eV.

```
! wB97M-V def2-TZVPD RIJCOSX def2/J DEFGRID3
* xyz 1 1
C 1.89 2.61 -2.74
C 2.23 1.25 -2.28
N 3.05 0.43 -2.98
C 3.68 0.80 -4.24
C 3.30 -0.74 -2.27
C 2.63 -0.63 -1.02
C 2.92 -1.57 -0.04
C 3.73 -2.67 -0.35
C 4.33 -2.80 -1.62
C 4.15 -1.80 -2.59
C 1.84 0.60 -1.07
C 0.96 1.09 -0.11
C 0.62 0.42 1.10
C 0.71 0.95 2.41
C 1.24 2.26 2.86
N 0.25 0.03 3.30
C 0.37 0.15 4.74
C -0.10 -1.15 2.63
C 0.14 -0.93 1.25
C -0.06 -1.98 0.37
C -0.46 -3.23 0.86
C -0.65 -3.44 2.24
C -0.48 -2.39 3.15
H 1.21 3.06 -2.02
H 2.78 3.27 -2.82
H 1.40 2.59 -3.72
H 4.20 -0.07 -4.63
H 2.93 1.12 -4.97
H 4.40 1.62 -4.11
H 2.53 -1.44 0.96
H 3.91 -3.43 0.41
H 4.92 -3.69 -1.84
H 4.61 -1.85 -3.57
H 0.65 2.14 -0.22
H 1.51 2.86 1.98
H 0.50 2.82 3.45
H 2.16 2.16 3.48
H -0.07 -0.74 5.20
H 1.43 0.23 5.05
H -0.16 1.04 5.11
H 0.11 -1.83 -0.70
H -0.61 -4.06 0.17
H -0.96 -4.42 2.60
H -0.63 -2.49 4.22
C -4.73 -1.03 0.49
Na -1.75 2.95 0.97
C -3.36 -1.36 0.38
C -2.71 -0.33 -0.37
C -3.70 0.65 -0.72
C -4.97 0.22 -0.15
C -6.10 1.03 -0.28
C -5.98 2.25 -0.95
C -4.77 2.64 -1.54
C -3.64 1.82 -1.47
H -5.52 -1.65 0.94
H -2.90 -2.24 0.80
H -1.68 -0.30 -0.70
H -7.04 0.71 0.17
H -6.85 2.90 -1.05
H -4.70 3.59 -2.08
H -2.72 2.03 -2.05
*
```

Record 4
The following is a DFT calculation (wB97M-V/def2-TZVPD) of C30H28N7OPdS as an isolated structure.

Its expectation value of S² is 6.122. As for the HOMO energy (spin up / spin down): -15.4206 / -16.7004 eV. Its gap between HOMO and LUMO (spin up / spin down) is 5.66 / 4.49 eV.

```
! wB97M-V def2-TZVPD RIJCOSX def2/J DEFGRID3
* xyz 3 5
Pd -0.80 -1.02 -0.01
C -3.26 2.29 -3.74
C -3.01 0.99 -4.14
C -2.05 0.23 -3.49
C -1.33 0.80 -2.44
C -1.56 2.11 -2.04
C -2.53 2.86 -2.70
N -0.39 0.00 -1.73
C 0.86 -0.19 -2.16
C 1.39 0.37 -3.36
C 2.63 -0.03 -3.78
C 3.37 -0.98 -3.05
C 2.89 -1.52 -1.86
C 1.67 -1.09 -1.39
N 1.12 -1.45 -0.15
N 1.53 -2.55 0.42
C 0.68 -3.00 1.40
C 1.07 -4.02 2.27
C 0.16 -4.49 3.19
C -1.12 -3.95 3.23
C -1.45 -2.94 2.34
N -0.59 -2.48 1.45
H -4.01 2.88 -4.25
H -3.56 0.56 -4.97
H -1.83 -0.79 -3.80
H -0.96 2.55 -1.25
H -2.70 3.89 -2.41
H 0.80 1.07 -3.93
H 3.04 0.37 -4.70
H 4.34 -1.29 -3.42
H 3.47 -2.24 -1.30
H 2.07 -4.41 2.19
H 0.44 -5.28 3.87
H -1.86 -4.31 3.93
H -2.44 -2.50 2.31
C -1.21 2.69 2.46
C -1.34 1.67 1.54
N -0.38 0.74 1.34
C 0.77 0.85 1.98
C 1.01 1.89 2.90
C -0.04 2.78 3.18
C 2.24 2.04 3.62
C 3.53 1.68 3.27
C 4.06 1.44 1.96
C 5.42 1.14 1.81
C 5.88 0.92 0.51
N 5.08 1.03 -0.53
C 3.80 1.35 -0.29
N 3.25 1.56 0.88
H -2.02 3.39 2.61
H -2.24 1.55 0.95
H 1.50 0.07 1.81
H 0.09 3.56 3.93
H 2.15 2.56 4.57
H 4.26 1.70 4.07
H 6.07 1.06 2.67
H 6.92 0.67 0.32
H 3.17 1.47 -1.17
C -5.36 -0.06 0.50
S -3.99 -0.24 -0.63
C -4.64 -1.55 -1.64
O -2.91 -0.93 0.25
H -6.22 0.30 -0.07
H -5.08 0.68 1.25
H -5.57 -1.02 0.96
H -5.51 -1.16 -2.18
H -4.92 -2.39 -1.00
H -3.87 -1.84 -2.35
*
```